Formula: C28H42As3N2O9P2Ti
Source: OMol25
Level of theory: ωB97M-V with the def2-TZVPD basis set

Each line ends with the Mulliken spin population.
CARTESIAN COORDINATES (ANGSTROEM)
Ti -0.828 -3.306 0.312  0.0015
C -3.104 -3.252 2.580  -0.0005
O -1.767 -2.900 2.152  0.0013
C -0.932 -2.358 3.095  0.0040
C -1.332 -1.652 4.256  0.0022
C -0.346 -1.159 5.117  -0.0012
C 0.985 -1.176 4.823  0.0003
C 1.390 -1.712 3.597  -0.0002
C 0.418 -2.338 2.737  -0.0036
N 0.705 -2.966 1.496  -0.0003
N 2.005 -2.759 1.127  -0.0011
C 2.460 -3.314 0.001  0.0012
C 1.583 -3.723 -1.119  0.0001
O 0.338 -3.294 -1.217  0.0021
C 2.160 -4.451 -2.167  -0.0002
C 3.420 -4.972 -2.042  0.0000
C 4.373 -4.474 -1.057  0.0000
C 5.711 -4.916 -0.986  0.0000
C 6.573 -4.528 0.055  0.0001
C 6.173 -3.497 0.902  -0.0001
C 4.822 -3.054 0.874  0.0001
C 3.925 -3.511 -0.082  -0.0003
H -3.035 -3.530 3.654  0.0001
H -3.781 -2.428 2.432  0.0000
H -3.447 -4.102 1.993  0.0000
H -2.349 -1.579 4.599  0.0001
H -0.685 -0.673 6.007  0.0000
H 1.721 -0.818 5.549  0.0000
H 2.413 -1.606 3.220  0.0001
H 1.598 -4.605 -3.053  0.0000
H 3.792 -5.709 -2.754  0.0000
H 5.995 -5.700 -1.678  0.0000
H 7.554 -4.965 0.072  0.0000
H 6.858 -3.031 1.591  0.0000
H 4.534 -2.319 1.612  0.0000
C -2.230 1.917 2.967  0.1038
As -1.570 1.962 1.093  0.3845
C -3.184 1.972 -0.044  0.0305
C -0.939 3.873 1.035  0.0148
C -0.306 4.500 -0.231  -0.0068
C 0.123 5.916 0.191  0.0022
C 0.962 3.690 -0.565  0.0363
As 0.861 1.674 -0.615  0.3373
C 2.760 1.232 -0.354  0.0550
C 0.887 1.273 -2.550  0.0306
C -1.281 4.554 -1.396  -0.0130
As -0.586 5.604 -3.009  0.0006
C -1.973 7.011 -2.898  0.0002
C -1.437 4.491 -4.384  -0.0001
H -2.836 2.831 3.158  0.0148
H -1.340 1.798 3.598  -0.0004
H -2.920 1.078 3.117  -0.0024
H -3.933 2.801 0.171  0.0152
H -3.733 1.027 0.010  -0.0017
H -2.931 2.067 -1.091  -0.0063
H -0.187 3.877 1.863  -0.0161
H -1.743 4.462 1.427  0.0079
H 0.736 5.937 1.089  -0.0003
H -0.786 6.467 0.512  0.0002
H 0.662 6.445 -0.587  0.0006
H 1.691 3.802 0.249  -0.0049
H 1.473 4.053 -1.497  0.0075
H 3.409 2.022 -0.758  0.0113
H 3.004 0.287 -0.838  -0.0025
H 2.873 1.051 0.720  -0.0002
H 1.521 1.946 -3.130  0.0144
H -0.119 1.353 -3.013  -0.0038
H 1.170 0.242 -2.709  -0.0021
H -2.275 4.962 -1.175  0.0023
H -1.429 3.546 -1.841  -0.0016
H -1.692 7.647 -2.036  0.0000
H -2.970 6.597 -2.800  0.0000
H -1.868 7.674 -3.769  0.0000
H -0.922 3.516 -4.462  0.0002
H -1.352 5.007 -5.360  0.0000
H -2.504 4.394 -4.143  0.0001
O -2.812 -5.056 -2.143  0.0000
P -3.088 -4.867 -0.659  0.0003
O -4.094 -5.735 -0.071  0.0000
O -1.659 -4.900 0.074  0.0003
O -3.577 -3.279 -0.515  -0.0003
P -2.782 -2.056 -1.319  -0.0010
O -4.002 -1.055 -1.278  -0.0006
O -2.336 -2.483 -2.668  -0.0001
O -1.662 -1.591 -0.301  -0.0125
H -2.571 -4.197 -2.630  0.0000
H -4.405 -0.959 -2.130  0.0000

Output
HOMO energy (spin up / spin down) in eV: -4.7 / -4.7
Kohn-Sham gap (spin up / spin down) in eV: 4.50 / 1.36
Multiplicity: 2
F_max in eV Å⁻¹: 5.42


Formula: C28H42Br2NO23P
Source: OMol25
Level of theory: ωB97M-V with the def2-TZVPD basis set

Each line ends with the Mulliken charge.
CARTESIAN COORDINATES (ANGSTROEM)
C -2.900 1.588 1.723  0.3870
C -1.398 1.789 1.592  -1.0555
C -0.543 0.622 1.024  -0.2457
Br 0.868 0.259 2.349  -0.1185
C -1.242 -0.713 0.741  0.9107
C -0.328 -1.951 0.626  -0.6392
P 1.275 -2.008 -0.326  0.8567
O 2.266 -2.743 0.487  -0.7093
O 1.772 -0.549 -0.741  -0.4586
O 0.955 -2.732 -1.719  -0.6044
O -1.177 -2.923 -0.043  -0.4497
C -1.916 -2.274 -0.989  0.1926
O -2.311 -2.823 -2.006  -0.5932
C -2.184 -0.843 -0.480  0.4424
Br -4.074 -1.102 0.103  0.0276
C -2.187 0.317 -1.498  -0.0070
C -2.499 0.033 -2.968  -1.3548
C -1.380 -0.378 -3.930  -0.4958
N -0.023 0.091 -3.606  0.0562
H -3.177 0.687 2.265  -0.5123
H -3.301 2.427 2.293  -0.0276
H -3.400 1.625 0.757  0.2049
H -0.983 2.089 2.551  0.5626
H -1.245 2.645 0.929  0.1575
H -0.039 0.981 0.135  0.6308
H -1.882 -0.952 1.594  -0.0949
H -0.068 -2.387 1.584  0.7401
H 1.193 -0.075 -1.362  0.2916
H 1.130 -2.143 -2.456  0.3335
H -2.985 0.986 -1.173  0.1466
H -1.268 0.900 -1.408  0.0803
H -2.923 0.962 -3.356  0.6061
H -3.295 -0.709 -3.018  0.3035
H -1.675 0.052 -4.892  0.1959
H -1.382 -1.457 -4.088  0.3407
H 0.597 -0.684 -3.738  0.0230
H 0.292 0.802 -4.254  0.0532
C 5.951 -1.660 -3.492  -0.0772
C 6.030 -0.389 -2.668  -0.2322
O 4.861 0.323 -3.109  -0.3140
C 3.979 -0.569 -3.588  0.5638
O 2.843 -0.325 -3.853  -0.5979
O 4.540 -1.788 -3.710  -0.3420
H 6.335 -2.535 -2.977  0.3174
H 6.446 -1.564 -4.459  0.1764
H 5.942 -0.579 -1.599  0.2412
H 6.923 0.199 -2.851  0.2202
C 9.934 -1.885 -4.887  -0.3444
C 11.299 -1.538 -4.324  -0.3516
O 10.962 -0.708 -3.207  -0.3300
C 9.705 -1.004 -2.815  0.6281
O 9.187 -0.609 -1.824  -0.5020
O 9.103 -1.814 -3.721  -0.2451
H 9.882 -2.878 -5.323  0.3246
H 9.581 -1.151 -5.613  0.2688
H 11.835 -2.415 -3.960  0.2598
H 11.930 -0.991 -5.019  0.3031
C -4.169 4.452 5.211  -0.3775
C -5.460 3.741 5.557  0.3488
O -6.200 3.838 4.328  -0.3666
C -5.317 3.975 3.319  0.7166
O -5.573 3.852 2.166  -0.5387
O -4.075 4.219 3.801  -0.3640
H -3.301 4.037 5.714  0.3060
H -4.215 5.528 5.392  0.2766
H -5.297 2.692 5.788  -0.2940
H -6.011 4.210 6.368  0.3234
C -5.693 -1.738 4.546  -0.4579
C -4.468 -1.113 3.909  0.4838
O -4.362 0.126 4.631  -0.1512
C -4.978 -0.020 5.817  0.5724
O -4.921 0.783 6.700  -0.6618
O -5.676 -1.167 5.865  -0.3495
H -5.645 -2.822 4.608  0.3192
H -6.622 -1.445 4.053  0.2996
H -3.567 -1.691 4.087  0.2573
H -4.584 -0.924 2.843  -0.3226
C -0.920 2.251 -7.906  -0.3384
C 0.399 2.570 -8.583  -0.3463
O 1.217 2.969 -7.477  -0.3523
C 0.714 2.418 -6.351  0.5975
O 1.253 2.417 -5.294  -0.5285
O -0.496 1.861 -6.596  -0.2263
H -1.469 1.441 -8.379  0.3093
H -1.567 3.125 -7.818  0.2717
H 0.850 1.694 -9.053  0.2540
H 0.333 3.375 -9.309  0.3002
C -0.831 -1.650 8.740  -0.3345
C -2.115 -2.421 8.982  -0.3064
O -2.805 -2.249 7.739  -0.3210
C -1.896 -1.981 6.780  0.5636
O -2.140 -1.942 5.617  -0.5115
O -0.681 -1.757 7.319  -0.3109
H 0.034 -2.075 9.240  0.2921
H -0.922 -0.596 9.002  0.2646
H -1.939 -3.486 9.139  0.2649
H -2.713 -2.029 9.799  0.2943

Output
HOMO energy in eV: -9.2
Kohn-Sham gap in eV: 9.62
Multiplicity: 1
F_max in eV Å⁻¹: 2.60